No. 1
DFT (the ωB97M-V functional and the def2-TZVPD basis) results for a 2-piece molecular cluster, C9H19NO6PS overall in a non-equilibrium geometry.

```
! RIJCOSX wB97M-V def2-TZVPD def2/J DEFGRID3
* xyz -1 1
C 3.6273 -2.1080 1.7548
C 4.1604 -1.9538 0.2739
P 3.2043 -0.5833 -0.6213
C 4.3867 0.5432 -1.5423
C 2.1136 -1.5489 -1.8472
O 1.0362 -2.0874 -1.0565
C -0.0348 -1.1305 -0.9767
C -0.8964 -1.2598 0.3497
S 0.0414 -2.2721 1.5945
O -2.1354 -1.9040 0.1570
C -3.0562 -1.0846 -0.5622
C -3.5260 0.1995 0.2282
O -3.6658 1.2500 -0.4337
O -3.7178 0.1792 1.4928
H 4.4744 -2.0848 2.4808
H 3.0725 -3.0677 1.9038
H 2.9018 -1.2907 1.9937
H 3.9970 -2.9413 -0.2335
H 5.2604 -1.7731 0.2757
H 3.9977 1.5918 -1.5205
H 5.4076 0.5730 -1.0824
H 4.5369 0.2656 -2.6213
H 1.6734 -0.8880 -2.6322
H 2.6834 -2.3791 -2.3368
H 0.3615 -0.0815 -1.0566
H -0.7100 -1.2665 -1.8598
H -0.9653 -0.2375 0.7900
H -0.1606 -1.6068 2.7834
H -2.6969 -0.7390 -1.5619
H -3.9879 -1.6795 -0.7601
C -4.3753 3.8720 1.1606
N -4.6152 5.2581 0.6711
O -3.6982 5.8251 0.1056
O -5.7203 5.7333 0.8713
H -3.3601 3.5826 0.9143
H -4.5256 3.8761 2.2379
H -5.0885 3.2184 0.6661
*
```

Results
- molar mass (g/mol) = 300.29
- Kohn-Sham gap (Eh) = 0.267

natural (NBO) population analysis, charges in e, atoms 1 to 2: C -0.621; C -0.707

No. 2
DFT (the ωB97M-V functional and the def2-TZVPD basis) results for C9H20N2ORuS4 as an isolated structure.

```
! RIJCOSX wB97M-V def2-TZVPD def2/J DEFGRID3
* xyz 4 5
Ru 0.2703 -0.5034 -0.3591
C 1.5318 2.5561 -0.1263
C 0.1354 2.7367 0.4299
S -1.0368 1.6681 -0.4919
C -2.2537 1.1670 0.7880
C -2.9521 -0.1077 0.3623
S -1.8487 -1.5343 0.0268
C -1.6480 -2.4344 1.6000
C -0.6970 -1.7674 2.5676
S 0.8939 -1.4732 1.7115
C 1.5875 -0.0246 2.5855
C 2.6811 0.5810 1.7330
S 2.1967 0.8625 -0.0115
H 2.2448 3.2296 0.3556
H 1.5700 2.7757 -1.1951
H -0.1738 3.7722 0.2764
H 0.0514 2.5195 1.4937
H -2.9999 1.9601 0.8716
H -1.7395 1.0877 1.7443
H -3.5065 0.0262 -0.5679
H -3.6778 -0.4190 1.1174
H -1.2917 -3.4209 1.2966
H -2.6385 -2.5746 2.0378
H -0.4836 -2.4383 3.4033
H -1.0632 -0.8236 2.9687
H 2.0132 -0.3922 3.5230
H 0.7788 0.6648 2.8218
H 3.5482 -0.0779 1.6637
H 3.0295 1.5295 2.1464
N 1.3434 -2.0743 -4.2197
C 0.5819 -1.0073 -3.7912
N 0.1022 -0.2994 -4.8594
O 0.3631 -0.7407 -2.6160
H 1.5184 -2.2929 -5.2062
H 1.7721 -2.7072 -3.5391
H 0.2924 -0.5408 -5.8366
H -0.4954 0.5170 -4.7049
*
```

Results
- molar mass (g/mol) = 401.61
- relative energy (zero: lowest compared OMol25 entry of this formula, charge and spin) (kJ/mol) = 0.0
- Kohn-Sham gap (spin up / spin down) (Eh) = 0.282 / 0.196

natural (NBO) population analysis, charges in e, atoms 1 to 2: Ru 0.718; C -0.545